18
Properties=species:S:1:pos:R:3:forces:R:3:mulliken_charge:R:1 method="wB97M-V/def2-TZVPD" homo_lumo_gap_ev=9.386 homo_energy_ev=-9.09 smiles=SC[C@H]1[C@H](S)C[C@@H]1S e_above_lowest_ev=3.7212
C -1.464691 -0.835996 0.778281 -0.548 0.543 1.113 -0.6664
C -0.362549 -0.424924 -0.155814 1.413 -5.580 -2.179 -0.8687
C 1.192192 -0.608625 0.265309 -2.036 1.965 0.932 -0.1866
C 1.432682 0.648359 -0.811005 -1.741 -4.161 -2.235 -0.7025
C -0.087512 0.879439 -0.742529 -2.281 3.318 2.377 0.5341
H -1.160888 1.580035 1.621691 -0.157 -3.487 1.796 0.1861
H -1.643953 -1.934445 1.057738 0.984 1.541 -0.610 0.3765
H -2.412022 -0.486623 0.377904 -0.196 -0.049 -0.100 0.3276
H -0.583847 -1.034991 -1.113983 0.728 0.052 1.229 0.6020
H 1.108837 -0.089956 1.305572 0.922 -1.258 -1.583 0.3330
H 2.678780 -2.321348 1.521310 -1.166 0.177 -1.443 0.1560
H 1.963677 1.479059 -0.591348 2.060 2.309 1.303 0.3589
H 1.766455 0.319626 -1.860191 -0.619 0.151 1.529 0.2291
H -0.468291 1.609220 0.137641 1.714 -0.760 -2.166 -0.0686
H -1.197714 2.440521 -2.485264 -0.086 -1.631 0.769 0.1463
S -1.168467 0.093336 2.320315 -0.596 3.139 -0.694 -0.2702
S 1.796875 -2.415709 0.405224 0.579 2.067 0.786 -0.2461
S -1.389564 1.103023 -2.030852 1.027 1.663 -0.825 -0.2406

18
Properties=species:S:1:pos:R:3:forces:R:3:mulliken_charge:R:1 method="wB97M-V/def2-TZVPD" homo_lumo_gap_ev=9.719 homo_energy_ev=-9.09 smiles=SC1[C@@H](S)CC[C@@H]1S e_above_lowest_ev=0.2994
C 0.659370 -0.890683 -0.109335 0.602 0.950 0.448 -0.2493
C 0.270850 -0.990889 1.394327 -0.202 0.727 -0.453 -0.5139
C -0.936320 -0.036851 1.527467 -0.457 0.390 0.854 -0.7263
C -1.337256 0.420814 0.116814 -0.126 1.024 0.637 -0.3874
C -0.010831 0.412554 -0.623246 0.771 0.777 -0.103 -0.3803
H 2.952701 -0.070444 0.218684 -0.272 0.253 0.230 0.1240
H 0.214089 -1.738450 -0.636419 -0.044 0.158 -0.078 0.3402
H 1.051975 -0.683942 2.112402 -0.152 -0.363 -0.619 0.2575
H -0.020850 -2.012637 1.552361 0.014 -0.443 0.499 0.2967
H -1.807217 -0.506190 2.035166 0.632 0.412 -0.084 0.3947
H -0.632679 0.905256 2.090831 -0.463 -1.266 -0.496 0.2840
H -1.724078 1.435298 0.208369 0.075 0.013 -0.210 0.4408
H -3.370658 -0.805717 0.317323 0.049 0.057 0.053 0.1206
H -0.047234 0.505810 -1.726148 -0.086 -0.164 0.676 0.5176
H 1.664097 2.255828 -0.969707 0.075 -0.166 -0.136 0.1436
S 2.423361 -1.080520 -0.472082 0.048 -0.468 -0.449 -0.2053
S -2.606957 -0.506227 -0.741139 -0.169 -0.760 -0.421 -0.2231
S 0.798906 2.038341 0.023281 -0.294 -1.130 -0.348 -0.2340

16
Properties=species:S:1:pos:R:3:forces:R:3:mulliken_charge:R:1 method="wB97M-V/def2-TZVPD" homo_lumo_gap_ev=9.021 homo_energy_ev=-8.10 smiles="C=CCC[Se]C" e_above_lowest_ev=0.0992
C 0.483347 0.717807 2.935844 0.065 3.339 3.323 -0.5505
C 0.553384 -0.248090 2.121169 -1.860 -2.809 -2.291 -0.2301
C -0.720858 1.225891 -2.679791 -0.526 -1.463 -1.130 -0.7209
C -0.499606 -0.702936 1.158433 1.507 -1.898 -2.924 -0.6835
C 0.095557 -0.698146 -0.377294 0.543 0.484 2.404 -0.8708
Se 0.192890 1.186519 -0.969211 0.765 0.094 0.592 0.0511
H 1.232919 0.902493 3.774032 -1.121 -0.094 -1.410 0.2362
H -0.421482 1.320468 2.835845 0.438 0.382 0.490 0.2483
H 1.257127 -1.001844 2.171597 2.085 -1.135 0.211 0.3229
H -1.546486 1.938362 -2.620393 -0.189 -0.413 0.263 0.2544
H -0.062528 1.691074 -3.475866 -0.505 -1.295 0.776 0.2431
H -1.138268 0.118982 -2.884125 1.054 2.716 -0.007 0.2203
H -0.814091 -1.761659 1.348725 0.742 0.538 0.123 0.3083
H -1.429204 -0.249845 1.020405 -1.278 1.669 0.575 0.4053
H -0.602443 -1.099373 -1.039473 -1.261 -0.984 -0.937 0.3968
H 1.029259 -1.304625 -0.437010 -0.460 0.869 -0.060 0.3691

26
Properties=species:S:1:pos:R:3:forces:R:3:mulliken_charge:R:1 method="wB97M-V/def2-TZVPD" homo_lumo_gap_ev=7.070 homo_energy_ev=-5.04 charge=-1
O 3.130923 0.181219 -0.359821 0.002 0.202 0.027 -0.7660
P 1.730363 -0.290565 -0.240866 1.908 -0.138 -0.309 0.9015
O 1.145471 0.122027 1.193044 -0.760 -0.025 -0.077 -0.3290
O 0.814782 0.511446 -1.304542 -0.559 -0.121 0.159 -0.4432
C 1.518412 -2.009077 -0.457996 -0.975 0.246 0.293 -0.8043
Al -0.229171 -2.969450 0.104832 0.133 -0.415 0.528 0.0821
C -1.584162 -1.821296 1.077425 0.124 1.026 -0.791 -1.1403
C -1.964652 -0.561984 0.294145 0.970 -1.620 -0.515 0.7653
C -2.194418 -0.699943 -1.182010 -3.276 1.135 0.882 -0.8511
O -3.279428 -0.438159 -0.111063 -0.141 0.442 0.052 -0.5802
H 0.991274 1.072993 1.243201 -0.088 -0.312 0.233 0.2098
H 0.836994 0.035218 -2.141350 -0.121 0.113 -0.070 0.2826
H 2.353943 -2.442206 0.081500 0.149 -0.236 0.023 0.3491
H 1.652069 -2.194153 -1.522154 0.166 -0.066 -0.168 0.3383
H 0.239465 -4.152171 1.134763 0.058 0.038 -0.002 -0.3078
H -0.854753 -3.703365 -1.201750 -0.048 0.187 -0.147 -0.2992
H -1.244050 -1.501596 2.060714 -0.084 -0.252 0.254 0.2774
H -2.520999 -2.373854 1.135134 -0.014 -0.287 0.334 0.5438
H -1.468767 0.356091 0.578868 0.052 0.261 0.068 0.2414
H -2.643694 -1.576910 -1.619292 1.207 -0.702 -0.237 0.2926
H -2.356738 0.184119 -1.785254 1.091 0.089 -0.408 0.3368
C 1.184490 4.851582 0.604569 -0.127 -0.081 0.073 0.3705
Cl 1.478835 3.120592 0.739274 0.309 0.452 -0.178 -0.1285
Cl -0.304729 5.278796 1.459450 -0.005 0.004 0.004 -0.1201
Cl 2.540060 5.733648 1.316403 0.035 0.035 0.018 -0.1157
Cl 1.028481 5.286998 -1.097223 -0.004 0.024 -0.047 -0.1059

17
Properties=species:S:1:pos:R:3:forces:R:3:mulliken_charge:R:1 method="wB97M-V/def2-TZVPD" homo_lumo_gap_ev="7.697 / 7.697" homo_energy_ev="-7.36 / -7.36" e_above_lowest_ev=4.6751
B -0.331611 -0.166989 -0.902001 0.287 -2.829 3.229 -0.0251
C 1.571061 1.517594 -1.393636 0.391 -4.405 1.061 -0.7342
C 0.295939 1.058400 -1.332496 2.288 2.764 -0.307 0.1006
C -0.457592 -1.472346 -1.684989 -0.338 -0.982 -0.230 -0.8580
C -0.518567 0.510607 2.584221 -0.160 -0.141 -2.390 -0.7494
C -0.453147 -0.696404 1.615710 2.842 1.378 -2.552 -0.7704
H 1.815853 2.381054 -1.885655 0.419 2.229 -0.889 0.3256
H 2.481601 0.832875 -1.150582 -1.789 1.303 -0.104 0.1746
H -0.388338 1.777379 -1.719761 -0.879 0.697 -0.340 0.2457
H 0.262758 -1.715186 -2.513716 -0.318 0.373 1.050 0.3198
H -1.409365 -1.459414 -2.196435 -0.703 0.267 -0.403 0.3341
H -0.635394 -2.289405 -0.977737 0.549 -0.182 -0.287 0.2625
H -1.195963 1.313529 2.137397 0.818 -0.978 0.875 0.1695
H -0.965907 0.092130 3.495680 0.598 0.759 0.235 0.3179
H 0.521684 0.893227 2.578610 -0.807 0.137 0.940 0.2199
H 0.609557 -1.183963 1.511798 -2.135 0.840 0.379 0.2669
H -1.202570 -1.393086 1.833592 -1.063 -1.229 -0.267 0.3999

18
Properties=species:S:1:pos:R:3:forces:R:3:mulliken_charge:R:1 method="wB97M-V/def2-TZVPD" homo_lumo_gap_ev=9.545 homo_energy_ev=-9.19 smiles="CCB(C=O)CC" e_above_lowest_ev=1.6755
B -0.032891 0.147440 0.099810 0.588 -2.946 0.946 -0.0212
C -0.026180 1.626990 -0.271618 -0.655 -0.357 -5.022 -0.0525
C 2.577375 -0.177452 -0.362206 -2.186 0.216 -1.048 -1.0215
C -2.571938 -0.310765 -0.311182 -0.525 -0.685 -1.002 -1.2025
C 1.337674 -0.594731 0.527717 0.576 3.136 -1.719 -0.5260
C -1.338855 -0.638468 0.443018 1.010 1.591 0.620 -0.1938
O 0.245898 2.449197 0.507663 0.966 3.059 3.816 -0.4046
H -0.209552 2.076231 -1.351628 -0.070 -1.234 0.867 0.2709
H 2.836335 0.905132 -0.407635 -0.483 -0.686 0.347 0.2627
H 3.469319 -0.720842 -0.094766 0.189 -0.367 -0.287 0.3568
H 2.107681 -0.438629 -1.362607 1.734 0.146 0.544 0.2397
H -2.628218 0.742586 -0.322127 -0.291 1.409 -0.805 0.3642
H -2.579943 -0.778195 -1.344890 -0.061 0.782 1.173 0.2597
H -3.457763 -0.590214 0.223078 -0.625 -0.615 0.123 0.3782
H 1.318797 -1.638606 0.570872 -0.397 -1.607 0.132 0.4472
H 1.492019 -0.195255 1.496872 0.156 0.249 1.505 0.3015
H -1.377329 -0.185908 1.498930 -0.201 -0.869 -0.783 0.1929
H -1.162430 -1.678519 0.460702 0.275 -1.222 0.592 0.3481

no.,M (g mol⁻¹)
1,166.34
2,166.34
3,149.09
4,334.91
5,81.95
6,97.95